No. 1
A cluster of 9 separate species, C46H74N3O26 in total at a distorted geometry. Source: the OMol25 dataset; level of theory: wB97M-V/def2-TZVPD.

Properties
HOMO level (spin up / spin down) = -7.39 / -8.64 eV
Expectation value of S² = 0.75
Calculated total energy = -106609.453 eV
Strongest force on any atom = 1.091 eV Å⁻¹
Gap between HOMO and LUMO (spin up / spin down) = 7.6 / 8.9 eV

Geometry as ORCA input:
```
! RIJCOSX wB97M-V def2-TZVPD def2/J DEFGRID3
* xyz 0 2
C 3.3431 -4.3217 5.5571
C 3.5820 -3.7820 4.1294
C 3.5929 -2.2378 4.1646
C 2.4665 -4.2713 3.1868
C 2.8507 -4.5432 1.7287
C 1.6783 -5.3114 1.0687
C 0.4368 -4.5337 0.7412
N 0.0257 -3.5656 1.4312
C 3.0804 -3.2696 0.8604
C 4.5028 -2.6757 0.8121
C 4.7835 -1.2709 1.3104
N 3.8878 -0.2603 0.9972
O 5.8309 -1.0207 1.8451
C 4.0397 -5.5270 1.6955
C 5.0640 -5.4680 2.8568
C 4.8969 -6.6892 3.7697
C 6.4916 -5.4955 2.2960
N 4.9192 -4.2142 3.6379
O 5.8532 -4.0235 4.4783
H 3.5001 -3.5480 6.3077
H 4.0130 -5.1443 5.8025
H 2.3144 -4.6760 5.6587
H 3.0699 -1.8683 5.0465
H 4.6120 -1.8550 4.1440
H 3.0690 -1.8280 3.2985
H 1.6458 -3.5536 3.2322
H 2.0720 -5.2145 3.5864
H 2.0502 -5.7567 0.1383
H 1.4027 -6.1467 1.7252
H -0.0970 -4.8570 -0.1641
H -0.8103 -3.1776 1.0004
H 2.3541 -2.5175 1.1719
H 2.8151 -3.5448 -0.1640
H 5.2375 -3.2979 1.3145
H 4.8120 -2.6306 -0.2389
H 2.8980 -0.4445 1.1397
H 4.1568 0.5360 1.5654
H 3.6218 -6.5385 1.7102
H 4.5534 -5.4193 0.7356
H 5.0913 -7.5870 3.1788
H 3.8864 -6.7582 4.1794
H 5.6125 -6.6408 4.5917
H 7.2049 -5.7838 3.0669
H 6.7872 -4.5194 1.9116
H 6.5437 -6.2327 1.4910
C 2.1877 2.0800 -3.3938
C 1.2026 1.1470 -2.7434
C -0.0110 1.7897 -2.0998
O -0.3082 0.8721 -1.0314
C 0.8353 0.2343 -0.7027
O 0.9635 -0.4567 0.2643
O 1.7952 0.4788 -1.6055
H 2.9768 1.5250 -3.8976
H 1.6820 2.7084 -4.1278
H 2.6631 2.7187 -2.6495
H 0.8877 0.3672 -3.4435
H -0.8732 1.8783 -2.7530
H 0.2215 2.7669 -1.6705
C -3.4983 -0.2647 1.7529
C -4.0706 0.7147 0.7671
C -4.3658 0.1384 -0.6041
O -4.1212 1.2629 -1.4728
C -3.2546 2.0842 -0.8499
O -2.7083 3.0108 -1.3692
O -3.0873 1.7212 0.4312
H -3.3775 0.2080 2.7265
H -4.1468 -1.1328 1.8620
H -2.5215 -0.5970 1.4030
H -4.9401 1.2384 1.1695
H -5.3905 -0.2014 -0.7284
H -3.6678 -0.6569 -0.8630
C -1.4453 4.1280 1.6268
C -0.4477 4.3995 2.7170
C -0.9497 4.2201 4.1376
O -0.1813 5.1944 4.8650
C 0.1874 6.1654 4.0040
O 0.6749 7.2059 4.3127
O -0.0797 5.7952 2.7357
H -0.9886 4.2100 0.6415
H -1.8578 3.1266 1.7276
H -2.2592 4.8550 1.6783
H 0.4706 3.8277 2.5588
H -0.7725 3.2309 4.5492
H -2.0086 4.4709 4.2281
C -4.3230 6.3880 3.7806
C -4.8681 5.2188 3.0033
C -6.3611 4.9757 3.1346
O -6.4575 3.5545 2.9788
C -5.2772 3.0112 3.3455
O -5.0741 1.8494 3.4850
O -4.3450 3.9755 3.5116
H -3.2667 6.5449 3.5630
H -4.8648 7.2968 3.5165
H -4.4262 6.2106 4.8517
H -4.5832 5.2827 1.9490
H -6.9589 5.4663 2.3717
H -6.7311 5.2449 4.1268
C -3.3294 -5.0290 -3.9548
C -3.3295 -5.0108 -2.4500
C -4.6764 -4.8288 -1.7725
O -4.3075 -4.1359 -0.5632
C -3.1603 -3.4757 -0.7911
O -2.6923 -2.6570 -0.0577
O -2.6130 -3.8550 -1.9589
H -2.3308 -5.2437 -4.3336
H -4.0199 -5.7880 -4.3206
H -3.6419 -4.0594 -4.3427
H -2.8222 -5.8943 -2.0511
H -5.1811 -5.7564 -1.5240
H -5.3490 -4.1937 -2.3471
C 1.4692 10.0440 -0.4229
C 0.9491 8.6793 -0.7896
C 0.8949 7.6768 0.3465
O 1.1044 6.4317 -0.3334
C 1.7844 6.6816 -1.4699
O 2.2710 5.8486 -2.1650
O 1.8427 8.0117 -1.7053
H 1.3967 10.7306 -1.2651
H 0.8902 10.4508 0.4068
H 2.5162 9.9791 -0.1256
H -0.0232 8.7517 -1.2849
H -0.0518 7.6456 0.8762
H 1.7035 7.8261 1.0654
C 6.7382 7.3261 -3.1028
C 6.6235 6.1662 -4.0566
C 5.4084 6.1889 -4.9657
O 5.1435 4.7960 -5.1602
C 5.6423 4.1211 -4.0983
O 5.4328 2.9772 -3.8655
O 6.4137 4.9344 -3.3443
H 7.6738 7.2844 -2.5473
H 6.7048 8.2666 -3.6544
H 5.9157 7.3037 -2.3874
H 7.5396 6.0485 -4.6428
H 5.5836 6.6647 -5.9270
H 4.5440 6.6439 -4.4772
C -7.4910 -7.9472 -7.7860
C -7.3995 -7.9173 -6.2836
C -8.7079 -7.6831 -5.5502
O -8.2805 -6.9900 -4.3708
C -7.1186 -6.3678 -4.6508
O -6.5951 -5.5614 -3.9486
O -6.6284 -6.7821 -5.8354
H -6.5313 -8.2041 -8.2309
H -8.2257 -8.6899 -8.0987
H -7.7899 -6.9693 -8.1642
H -6.9035 -8.8139 -5.9028
H -9.2289 -8.5938 -5.2693
H -9.3787 -7.0304 -6.1136
*
```



No. 2
A structure of composition C3HI2O2 at a distorted geometry. Source: the OMol25 dataset; level of theory: wB97M-V/def2-TZVPD.

Properties
HOMO level (spin up / spin down) = -3.28 / -3.66 eV
Calculated total energy = -23419.852 eV
Strongest force on any atom = 3.442 eV Å⁻¹
Gap between HOMO and LUMO (spin up / spin down) = 6.1 / 6.5 eV
Energy relative to the best compared isomer or geometry (same formula, charge and spin) = 10.92 kcal/mol

Geometry as ORCA input:
```
! RIJCOSX wB97M-V def2-TZVPD def2/J DEFGRID3
* xyz -1 1
C 0.1248 -0.8170 -1.1095
C -0.1472 1.8625 1.1670
C 0.1821 0.5138 0.7449
O 0.5207 -0.3839 1.5017
O 0.4253 0.3605 -0.7850
I 1.6704 -2.3262 -1.0088
I -2.2003 1.9728 1.3225
H -0.5759 -1.1825 -1.8327
*
```



No. 3
A cluster of 2 separate species, C8H18N2O2 in total at a distorted geometry. Source: the OMol25 dataset; level of theory: wB97M-V/def2-TZVPD.

Properties
HOMO level = -8.58 eV
Calculated total energy = -15660.693 eV
Structure (SMILES) = CC1(C)C[C@H]1O.C/C(CO)=N/N
Strongest force on any atom = 1.605 eV Å⁻¹
Gap between HOMO and LUMO = 9.2 eV
Energy relative to the best compared isomer or geometry (same formula, charge and spin) = 9.62 kcal/mol

Geometry as ORCA input:
```
! RIJCOSX wB97M-V def2-TZVPD def2/J DEFGRID3
* xyz 0 1
C -1.6092 -0.6471 -0.0588
C -2.7954 0.2622 0.2183
C -2.5989 1.2488 1.3544
C -3.6228 0.7001 -0.9748
C -4.1595 -0.2889 -0.0084
O -4.2622 -1.6137 -0.4861
H -1.4900 -1.4176 0.7172
H -0.6745 -0.0702 -0.0996
H -1.7496 -1.1527 -1.0177
H -2.3237 0.7173 2.2748
H -1.7555 1.9387 1.1227
H -3.5134 1.8310 1.5317
H -4.0389 1.7115 -1.0076
H -3.3691 0.2483 -1.9523
H -4.9492 0.0189 0.6940
H -3.9418 -2.1941 0.2284
C 3.0666 1.5162 -0.9065
C 3.6125 0.2878 -0.2894
C 2.6222 -0.8593 -0.0997
O 1.4321 -0.6221 -0.8505
N 4.8453 0.1270 -0.0339
N 5.2275 -1.0414 0.6312
H 2.7463 1.2682 -1.9305
H 3.8442 2.2906 -0.9937
H 2.2442 1.9422 -0.3205
H 2.3758 -0.9953 0.9558
H 3.0842 -1.7994 -0.4458
H 0.7596 -1.2488 -0.5644
H 6.2183 -0.9820 0.7759
H 4.7750 -1.1761 1.5359
*
```



No. 4
A structure of composition C13H26Cl2IrNOP2S at a distorted geometry. Source: the OMol25 dataset; level of theory: wB97M-V/def2-TZVPD.

Properties
HOMO level (spin up / spin down) = -15.75 / -19.09 eV
Expectation value of S² = 8.78
Calculated total energy = -74705.732 eV
Strongest force on any atom = 3.865 eV Å⁻¹
Gap between HOMO and LUMO (spin up / spin down) = 5.7 / 5.1 eV

Geometry as ORCA input:
```
! RIJCOSX wB97M-V def2-TZVPD def2/J DEFGRID3
* xyz 3 6
C -1.2640 -4.4087 0.0136
C -0.6597 -3.0741 -0.0178
H -2.1226 -4.4450 0.7026
H -0.4936 -5.1285 0.3318
H -1.5740 -4.6875 -1.0018
O -0.9521 -2.0516 0.5994
Cl 0.8139 -2.9977 -1.2114
Ir 0.6735 -0.7396 -0.4733
P 2.0273 -1.0942 1.4715
C 1.0365 -0.3683 2.8201
C 2.2092 -2.8342 1.9610
H 2.7959 -2.8863 2.8854
H 4.2443 -0.8560 2.3439
H 2.7379 -3.3809 1.1743
H 4.2187 -0.6468 0.5690
H -0.0214 -0.5484 2.6029
H 1.2315 -3.2979 2.1406
C 3.7019 -0.4005 1.5042
H 1.2966 -0.8637 3.7629
H 3.6799 0.6887 1.6328
H 1.2221 0.7061 2.9030
P -0.9283 -0.1558 -2.1282
C -2.2919 0.6327 -1.2126
C -0.3432 0.9615 -3.4263
H -1.0043 -2.1587 -3.5127
H -2.4712 -1.1487 -3.6851
H -2.2733 -2.1874 -2.2453
C -1.7379 -1.5515 -2.9677
H 0.7161 0.7471 -3.6275
H -0.9438 0.7667 -4.3295
H -3.2112 0.5726 -1.8147
H -2.0560 1.6794 -0.9949
H -0.4642 2.0058 -3.1114
H -2.4343 0.0928 -0.2647
Cl 2.5206 -0.5607 -1.9019
S 1.2213 1.3746 -0.1369
C 0.0345 2.5520 0.3502
N 0.1591 3.7620 -0.3015
C -0.5676 4.8655 0.0355
C -1.4325 4.7969 1.1082
C -1.6472 3.5635 1.7473
C -0.8813 2.4513 1.3905
H 0.8742 3.8113 -1.0256
H -0.4020 5.7447 -0.5786
H -1.9101 5.7158 1.4370
H -2.3905 3.4737 2.5459
H -0.9371 1.5079 1.9356
*
```



No. 5
A structure of composition C14H17F3N2O3OsS at a distorted geometry. Source: the OMol25 dataset; level of theory: wB97M-V/def2-TZVPD.

Properties
HOMO level (spin up / spin down) = -16.02 / -16.09 eV
Expectation value of S² = 6.05
Calculated total energy = -45347.915 eV
Strongest force on any atom = 4.029 eV Å⁻¹
Gap between HOMO and LUMO (spin up / spin down) = 7.1 / 3.4 eV

Geometry as ORCA input:
```
! RIJCOSX wB97M-V def2-TZVPD def2/J DEFGRID3
* xyz 2 5
C -2.5182 -0.4706 0.9845
C -2.4214 0.3329 -1.6225
H -3.2021 -1.1078 0.3619
H -3.2040 0.4823 1.2532
H -1.7700 -0.9009 1.6984
H -1.6103 0.7125 -2.3559
H -2.8283 -0.7197 -1.7189
H -3.2638 1.0375 -1.3297
C -0.4892 -2.6492 -0.0235
C 0.3964 -3.7143 0.0003
C 1.6813 -3.5553 -0.5252
C 2.0368 -2.3139 -1.0510
H -1.4720 -2.7180 0.4573
H 0.0428 -4.6321 0.4477
H 2.3781 -4.3721 -0.5098
H 3.0364 -2.1140 -1.3992
N -0.1574 -1.4728 -0.5897
C 1.0830 -1.3025 -1.1159
C 1.3797 0.0395 -1.6501
N 0.4448 0.9925 -1.4566
C 0.6582 2.2716 -1.7712
C 2.7962 1.7084 -2.7013
C 1.8256 2.6329 -2.4123
H -0.1240 2.9972 -1.4728
H 1.9329 3.6966 -2.6983
C 2.5660 0.4009 -2.2777
H 3.3114 -0.3689 -2.4205
H 3.7187 1.9825 -3.2386
Os -1.1719 0.4500 -0.1944
C -1.8709 2.2790 0.2467
H -2.2375 2.9612 -0.5707
H -0.8868 2.6467 0.5487
H -2.5085 2.4037 1.1221
F 0.6351 0.0722 5.3321
C 0.8988 -0.0938 4.0198
F 2.1234 0.3947 3.7403
F 0.8736 -1.4185 3.7294
S -0.3759 0.7780 2.9745
O -1.6199 0.1289 3.3745
O -0.2075 2.1605 3.2405
O 0.1208 0.3618 1.5742
*
```



No. 6
A cluster of 13 separate species, C54H141N7O20 in total at a distorted geometry. Source: the OMol25 dataset; level of theory: wB97M-V/def2-TZVPD.

Properties
HOMO level (spin up / spin down) = 0.54 / -6.59 eV
Expectation value of S² = 0.75
Calculated total energy = -109652.176 eV
Strongest force on any atom = 2.271 eV Å⁻¹
Gap between HOMO and LUMO (spin up / spin down) = 1.4 / 8.5 eV

Geometry as ORCA input:
```
! RIJCOSX wB97M-V def2-TZVPD def2/J DEFGRID3
* xyz -1 2
C -2.1686 3.5032 4.8686
O -0.9619 3.4234 4.1921
C -0.6921 2.2323 3.4553
C 0.6274 2.2956 2.6310
N 1.7984 2.2956 3.5011
C 1.9671 3.5314 4.3059
C 3.3585 3.5418 4.8668
O 4.1750 3.6892 3.6760
C 5.5384 3.5053 4.0440
H -2.3065 2.6270 5.5021
H -3.0566 3.4541 4.2385
H -2.2393 4.3643 5.5331
H -1.5201 1.8179 2.8801
H -0.5125 1.4569 4.2000
H 0.5744 3.1374 1.9406
H 0.6094 1.3284 2.1288
H 2.5751 2.3140 2.8557
H 1.2468 3.6825 5.1099
H 1.9182 4.4213 3.6783
H 3.4888 2.6281 5.4469
H 3.5171 4.4437 5.4580
H 5.7023 2.6211 4.6601
H 5.9191 4.4120 4.5141
H 6.1558 3.3865 3.1536
C 1.8700 5.1092 0.1432
O 0.9279 4.0348 -0.1546
C 1.1724 3.3313 -1.3829
C -0.1518 2.7270 -1.9493
N -0.6183 3.6268 -3.0179
C -1.8454 3.1321 -3.6290
C -2.3847 4.0376 -4.7835
O -2.5560 5.3996 -4.3656
C -3.0459 6.3132 -5.3725
H 2.8771 4.6928 0.1598
H 1.6858 5.6403 1.0771
H 1.9211 5.8530 -0.6519
H 1.8870 2.5230 -1.2276
H 1.7302 3.9396 -2.0950
H -0.9182 2.6583 -1.1773
H -0.0064 1.7336 -2.3737
H -0.8224 4.5574 -2.6828
H -2.6147 3.1473 -2.8569
H -1.7216 2.1228 -4.0215
H -3.3235 3.7522 -5.2581
H -1.6707 4.0258 -5.6070
H -2.8656 7.3399 -5.0541
H -4.1305 6.2337 -5.4461
H -2.5624 6.0646 -6.3173
C -6.2459 2.7639 -4.3890
O -6.2839 2.1760 -3.0979
C -5.1533 1.3841 -2.7863
C -5.3395 0.8696 -1.4078
N -4.4184 -0.1464 -0.9753
C -3.0096 0.3640 -0.7945
C -2.8406 1.4223 0.3473
O -2.9835 2.7336 -0.2303
C -2.7935 3.7639 0.7150
H -7.2080 3.2321 -4.5971
H -6.1495 2.0111 -5.1714
H -5.5404 3.5890 -4.4863
H -4.2795 2.0188 -2.9338
H -5.0669 0.5843 -3.5218
H -6.3637 0.5474 -1.2201
H -5.3183 1.6961 -0.6975
H -4.7636 -0.5937 -0.1382
H -2.6079 0.8314 -1.6936
H -2.3961 -0.5022 -0.5469
H -1.8093 1.3702 0.6965
H -3.4865 1.2768 1.2131
H -1.9321 3.6213 1.3676
H -3.6705 3.8479 1.3567
H -2.5500 4.7438 0.3045
C -2.8920 -0.3898 4.9252
O -3.6563 -1.3062 4.1189
C -3.0929 -1.5703 2.8311
C -3.9571 -2.4528 1.9554
N -5.2728 -1.8234 1.6399
C -6.1779 -2.7200 0.9801
C -7.6034 -2.1639 1.0702
O -8.0308 -2.1338 2.4575
C -9.3869 -1.8142 2.6426
H -1.8145 -0.5503 4.9620
H -3.2048 -0.3144 5.9666
H -3.2337 0.5740 4.5480
H -2.1156 -2.0517 2.8658
H -2.8796 -0.6144 2.3525
H -4.1192 -3.2746 2.6528
H -3.3475 -2.7403 1.0988
H -5.6885 -1.5086 2.5049
H -6.1958 -3.7195 1.4145
H -5.9274 -2.8099 -0.0769
H -8.2768 -2.7988 0.4944
H -7.7543 -1.1589 0.6759
H -9.6309 -0.8961 2.1081
H -9.6536 -1.6670 3.6891
H -9.9498 -2.6450 2.2172
C 3.8406 -3.5561 -0.0990
O 5.1723 -3.8952 0.4197
C 6.3155 -3.6623 -0.4310
C 6.8228 -2.2268 -0.4829
N 7.5087 -1.8807 0.7407
C 7.8858 -0.4993 0.7594
C 8.4313 -0.0713 2.1066
O 7.3372 -0.1496 3.0541
C 7.6667 -0.0436 4.4083
H 3.8050 -2.5113 -0.4075
H 3.0324 -3.6218 0.6295
H 3.5089 -4.1468 -0.9529
H 6.0341 -3.9589 -1.4414
H 7.1523 -4.2703 -0.0872
H 5.9102 -1.6565 -0.6563
H 7.4790 -2.2027 -1.3529
H 6.8937 -2.0416 1.5256
H 6.9973 0.1030 0.5696
H 8.5388 -0.3761 -0.1047
H 8.7915 0.9575 2.1036
H 9.1870 -0.7839 2.4371
H 6.8221 -0.3312 5.0345
H 7.9614 0.9775 4.6503
H 8.4971 -0.7231 4.6003
C 4.3239 1.4119 0.7345
O 3.4969 0.8103 1.7637
C 4.0403 -0.3783 2.3974
C 3.0301 -1.0621 3.3699
N 2.8215 -0.2492 4.5527
C 1.6139 -0.6774 5.2486
C 1.1504 0.2721 6.3760
O -0.1190 -0.2037 6.7990
C -0.7429 0.5215 7.8531
H 4.4610 0.6969 -0.0767
H 5.3107 1.6094 1.1534
H 3.9061 2.3749 0.4411
H 4.9056 -0.2906 3.0544
H 4.2819 -1.0958 1.6133
H 3.3638 -2.0779 3.5815
H 2.1293 -1.2127 2.7750
H 2.6504 0.6967 4.2425
H 1.8518 -1.6441 5.6925
H 0.7831 -0.7508 4.5468
H 1.0000 1.2951 6.0311
H 1.8905 0.2547 7.1760
H -0.9012 1.5748 7.6214
H -0.2257 0.3794 8.8020
H -1.6800 -0.0189 7.9874
C 2.6516 4.0998 -9.9823
O 1.4622 3.6637 -9.2340
C 1.6576 2.6162 -8.3288
C 0.3452 1.8977 -8.1127
N 0.3898 0.8083 -7.1505
C 0.7083 1.2201 -5.8248
C 0.2654 0.1094 -4.8483
O -1.1266 0.0359 -5.0532
C -1.8132 -0.9044 -4.3057
H 2.8683 3.5244 -10.8824
H 3.6172 3.9861 -9.4896
H 2.5354 5.1671 -10.1704
H 2.0171 3.0228 -7.3836
H 2.4862 1.9794 -8.6386
H 0.0201 1.4533 -9.0533
H -0.4239 2.6023 -7.7963
H -0.4572 0.2584 -7.1678
H 0.2229 2.1799 -5.6480
H 1.7771 1.4126 -5.7308
H 0.6040 0.2529 -3.8222
H 0.7518 -0.8119 -5.1687
H -1.6558 -0.6586 -3.2555
H -1.4886 -1.9017 -4.6026
H -2.8911 -0.9332 -4.4652
C -2.0283 -6.7642 1.8945
C -2.3229 -5.6842 0.8715
O -1.2492 -4.7970 0.8483
H -2.9143 -7.3808 2.0455
H -1.7129 -6.4396 2.8861
H -1.1935 -7.3851 1.5693
H -3.1900 -5.0530 1.0659
H -2.5739 -6.0648 -0.1186
H -0.5234 -5.2501 0.4130
C 0.9008 -0.5888 -0.1699
C 0.2184 -1.9363 -0.2171
O -0.3776 -2.1174 1.0245
H 1.7677 -0.7668 0.4665
H 0.2442 0.1855 0.2271
H 1.3302 -0.3099 -1.1321
H 0.9647 -2.7063 -0.4125
H -0.6112 -1.9461 -0.9240
H -0.7443 -3.0043 1.0454
C -3.7295 -4.2982 -3.4698
C -4.0430 -3.4271 -2.2386
O -4.8337 -2.3475 -2.6546
H -3.0371 -5.1227 -3.2997
H -3.2074 -3.6769 -4.1975
H -4.6011 -4.7203 -3.9702
H -3.1142 -2.9749 -1.8907
H -4.3919 -4.1242 -1.4768
H -4.8807 -1.7663 -1.8920
C 4.3084 1.8350 -4.6696
C 4.0168 1.4435 -3.2620
O 5.0762 0.6094 -2.8101
H 4.2559 0.9438 -5.2950
H 5.2736 2.3350 -4.7509
H 3.5185 2.5307 -4.9529
H 3.0653 0.9159 -3.1951
H 3.9698 2.3104 -2.6029
H 5.8349 1.1823 -2.9433
C 0.0054 -3.7143 4.3067
C -1.2373 -3.9395 5.1374
O -1.0701 -5.1389 5.7917
H 0.8891 -3.6349 4.9398
H -0.0329 -2.7546 3.7912
H 0.1638 -4.3833 3.4608
H -2.1167 -4.0038 4.4966
H -1.3042 -3.0607 5.7788
H -1.1691 -5.0040 6.7370
C -0.0619 -5.1791 -2.5150
C 0.8621 -6.1754 -1.8237
O 0.7295 -6.0094 -0.4646
H -1.0697 -5.2708 -2.1102
H -0.0388 -5.3331 -3.5938
H 0.2313 -4.1411 -2.3581
H 1.9113 -6.1312 -2.1157
H 0.4955 -7.1632 -2.1026
H 1.4143 -6.5114 -0.0167
*
```



- The highest strongest force on any atom belongs to which entry?
  C14H17F3N2O3OsS



- What is the formula in the first record?
  C46H74N3O26



- Which of these has the lowest strongest force on any atom?
  C46H74N3O26



- calculated total energy of number 4 (C13H26Cl2IrNOP2S)?
  -74705.732 eV